Record 1
36
Properties=species:S:1:pos:R:3:forces:R:3 method="wB97M-V/def2-TZVPD" smiles=O.O.O.O.O.O.O.O.O.O.O.O total_charge=0 e_tot_ha=-917.2540 relative_energy_kj_mol=187.3 gap_ev=10.801 e_homo_ha=-0.4002
O -3.25600 19.35200 -14.58500 -0.703 2.499 2.263
H -4.06700 19.87400 -14.36000 1.065 -0.724 -0.393
H -3.51700 18.77700 -15.26800 -0.709 -1.153 -1.961
O -4.61600 16.45100 -11.92700 -1.305 0.789 -0.393
H -5.19500 17.08100 -11.45900 0.678 -0.459 -0.073
H -3.89900 16.13600 -11.39500 0.562 -0.101 1.154
O -1.06000 14.30600 -15.81400 -1.283 -2.492 -1.266
H -0.51700 13.60700 -15.44800 0.333 0.358 0.007
H -0.86400 15.14100 -15.45200 1.295 1.688 0.866
O -2.27900 13.70800 -13.13700 -0.248 -1.152 -0.408
H -1.34100 13.87300 -13.26700 0.182 -0.125 -0.055
H -2.46600 12.79500 -13.45300 0.234 0.927 -0.021
O -6.79100 17.77900 -14.11400 0.089 2.542 1.035
H -7.57200 17.90800 -14.62700 -0.812 0.222 -0.560
H -6.57700 16.89600 -14.22000 0.812 -2.762 -0.460
O -0.54900 16.69900 -14.78400 0.080 0.024 0.437
H -0.01700 17.12500 -14.08100 -0.870 -0.290 -0.445
H -1.46100 16.55700 -14.44100 0.620 0.893 0.333
O -1.43800 18.78300 -12.69600 0.761 0.621 -0.101
H -1.23700 19.46200 -13.36100 0.519 -0.215 0.256
H -2.36800 18.76900 -12.89700 -0.952 -0.567 -0.014
O -3.18800 13.70200 -10.66400 0.215 0.542 -1.318
H -2.92600 13.52900 -11.60500 -0.258 0.736 1.024
H -3.06900 12.84100 -10.30400 -0.080 -0.964 0.997
O -5.28400 12.91800 -14.73200 1.109 -1.513 -2.320
H -4.42300 13.19300 -15.09300 -0.652 0.071 0.199
H -5.49000 13.47500 -14.02200 -0.259 1.304 2.033
O -5.91600 14.08700 -12.21500 1.357 0.066 0.025
H -5.41900 14.93200 -12.23600 -0.173 -0.467 0.416
H -6.75500 14.34200 -12.54000 -1.662 0.206 -0.399
O -3.76000 17.37800 -16.36300 0.085 0.137 0.662
H -3.14400 17.24600 -17.09500 0.102 -0.086 0.528
H -3.35400 17.10800 -15.49000 -0.300 -0.590 -1.522
O -3.17800 16.12500 -14.03500 1.010 -0.653 -0.689
H -2.84700 15.22600 -13.84400 -0.340 0.098 -0.325
H -3.86400 16.26900 -13.38900 -0.503 0.590 0.488



Record 2
24
Properties=species:S:1:pos:R:3:forces:R:3 method="wB97M-V/def2-TZVPD" multiplicity=2 total_charge=+1 e_tot_ha=-496.6167 relative_energy_kj_mol=302.2 gap_ev="9.206 / 3.694" e_homo_ha="-0.4775 / -0.4769"
C 1.43143 1.79457 -1.96134 0.963 4.971 1.458
C -2.18235 0.93452 -2.01333 -0.792 -3.501 -1.003
C 0.02278 1.81804 -1.47282 -1.819 2.700 -0.077
O -0.48550 2.88089 -0.95056 1.749 -4.429 -1.623
N -0.73276 0.72789 -1.86327 -0.172 0.919 0.039
H 1.50827 2.70063 -2.68475 -0.368 -1.728 0.722
H -0.31203 -0.13270 -2.26329 -0.396 1.480 0.144
H -2.63105 1.88617 -1.93906 0.730 1.614 -0.441
H 2.04450 2.28186 -1.13924 -0.365 -0.943 -0.683
H 1.92254 0.97409 -2.36789 0.353 -1.726 -0.649
H -2.61311 0.36041 -2.93708 1.061 1.183 1.562
H -2.60599 0.46332 -1.15625 -0.833 -0.719 0.617
C 2.26763 -1.00066 1.57867 -0.224 1.653 0.773
C -1.28964 -1.93874 1.15135 -5.282 -0.066 -1.906
C -0.09263 -1.80094 1.88811 -0.514 -0.954 0.945
O 0.25613 -2.46263 2.83527 0.738 0.017 0.613
N 0.74564 -0.92641 1.29125 6.157 -0.150 1.829
H 0.44532 -0.28807 0.60590 -0.755 1.154 -1.336
H 2.73411 0.03452 1.36469 -0.911 -1.819 0.043
H -1.84977 -2.88079 1.40130 0.684 0.953 0.054
H 2.50578 -1.28788 2.65268 -1.066 0.445 -1.040
H 2.78680 -1.81835 1.04104 -0.684 0.411 -0.433
H -2.09840 -1.05651 1.25197 2.076 -1.718 -0.114
H -1.03546 -2.03391 0.07266 -0.328 0.253 0.506



Record 3
11
Properties=species:S:1:pos:R:3:forces:R:3 method="wB97M-V/def2-TZVPD" smiles="C/N=C(/N)C#N" total_charge=0 e_tot_ha=-281.5037 relative_energy_kj_mol=226.7 gap_ev=9.750 e_homo_ha=-0.3458
C -0.34700 1.57314 -0.56445 0.039 0.452 0.313
N -0.52936 0.16736 -0.46332 0.308 0.434 0.323
C 0.11982 -0.69201 0.24501 -0.322 0.760 -0.260
N 0.03131 -1.88235 -0.38614 -0.176 0.239 -0.212
C 0.84184 -0.51287 1.49130 0.571 0.218 0.804
N 1.38403 -0.40412 2.50779 -0.564 -0.055 -1.053
H 0.01643 2.01672 0.36292 0.063 0.252 0.058
H 0.36745 1.78590 -1.37332 -0.124 0.031 0.203
H -1.30382 2.02189 -0.84320 0.170 0.080 0.106
H -0.63123 -1.30878 -1.10333 0.511 -2.773 0.204
H 0.05054 -2.76487 0.12675 -0.476 0.360 -0.486



Record 4
16
Properties=species:S:1:pos:R:3:forces:R:3 method="wB97M-V/def2-TZVPD" smiles="CCNC(=O)O.O" total_charge=0 e_tot_ha=-400.1791 relative_energy_kj_mol=111.2 gap_ev=10.719 e_homo_ha=-0.3742
C -2.39157 -0.32432 -0.81242 -1.337 1.089 -2.349
C -1.78404 1.04713 -0.55545 2.711 0.441 1.602
N -0.38115 0.87468 0.01270 1.935 0.081 -1.103
C 0.62601 0.31144 -0.75194 0.067 -2.006 0.170
O 0.51728 -0.34639 -1.76237 -0.386 0.560 -0.091
O 1.86116 0.33788 -0.11352 -0.957 0.803 0.414
H -3.44026 -0.02609 -1.11460 0.749 -0.910 0.403
H -1.95994 -0.86812 -1.67418 -0.063 0.453 0.530
H -2.40154 -0.98387 0.04388 0.041 0.237 0.354
H -1.71816 1.90633 -1.27619 -0.632 -1.459 -0.087
H -2.26438 1.42882 0.32742 -0.642 0.423 0.204
H 0.13669 1.58630 0.53420 -1.328 0.175 0.337
H 2.42908 -0.30019 -0.55935 -0.118 0.080 -0.343
O 4.05096 -1.44495 2.64954 -3.601 0.711 -0.958
H 3.52011 -2.25927 2.68542 1.056 -0.607 0.354
H 3.19974 -0.93935 2.36686 2.506 -0.071 0.561